ORCA calculation (the ωB97M-V functional and the def2-TZVPD basis) on C2H7N3S in the gas phase at a distorted geometry.

Atoms and positions in Å:
1 C -0.2073 -1.5711 -0.1117
2 C 1.0630 0.4599 0.0089
3 H 0.4512 -1.9033 -0.9207
4 H 0.1864 -2.0068 0.8491
5 H -1.1575 -2.0237 -0.3481
6 H -1.9566 0.2184 0.9482
7 H -1.8942 0.4389 -0.7162
8 H 1.6005 2.4067 0.2118
9 H -0.0378 2.0942 -0.0911
10 N -0.1612 -0.1636 0.0814
11 N -1.3815 0.5708 0.1729
12 N 0.9209 1.7849 -0.1717
13 S 2.5741 -0.3052 0.0871

E_tot	-642.83031	a.u.
LUMO	0.0222	hartree
relative energy (zero: lowest compared OMol25 entry of this formula, charge and spin)	58.69	kJ/mol
E_HOMO	-8.05	eV
SMILES string	CN(N)C(N)=S
gap between HOMO and LUMO	8.656	eV



ORCA calculation (the ωB97M-V functional and the def2-TZVPD basis) on C2H7N3S2 in the gas phase at a distorted geometry.

Atoms and positions in Å:
1 C 0.3680 -0.9183 -0.7258
2 C -0.5357 -0.1534 0.1539
3 H 1.9798 -0.6232 0.4697
4 H 2.3580 -0.9416 -1.0838
5 H 0.1784 -0.7680 -1.7726
6 H 0.1445 -1.9859 -0.5856
7 H -1.1618 1.8399 0.5187
8 H 1.2405 2.0729 -1.1190
9 H -2.0805 -0.7506 3.0642
10 N 1.7391 -0.4574 -0.4750
11 N -0.7560 1.1939 -0.1632
12 N -1.1683 -0.7328 1.1162
13 S -0.0803 2.0279 -1.5115
14 S -2.2255 0.1967 2.1138

E_tot	-1041.00460	a.u.
LUMO	0.0285	hartree
relative energy (zero: lowest compared OMol25 entry of this formula, charge and spin)	45.70	kJ/mol
E_HOMO	-8.45	eV
SMILES string	NC/C(=N/S)NS
gap between HOMO and LUMO	9.229	eV



Q: What is the gap between HOMO and LUMO in the first record?
A: 8.656 eV